# 1
DFT (wB97M-V/def2-TZVPD) results for C32H52O15S6 as an isolated structure in a non-equilibrium geometry.

- total energy (hartree) = -4767.78018
- spin multiplicity = 1
- gap between HOMO and LUMO (eV) = 8.19
- LUMO (eV) = 0.4

```
105
Properties=species:S:1:pos:R:3:forces:R:3:mulliken_charge:R:1
H 5.5931 0.6856 0.7754 0.1 0.0 0.1 0.29
S 9.5044 3.0812 1.1113 0.1 -0.4 -0.3 1.25
O 0.6521 -3.6831 -0.9906 0.3 1.9 1.8 -0.47
C -5.4681 -1.5882 -1.6078 1.7 -3.5 1.9 -0.56
C -5.4806 -3.2251 0.6192 1.6 0.7 -3.2 -0.47
O 8.6454 -2.1678 -0.1155 0.1 0.4 -0.3 -0.72
H -5.8018 -0.6459 -2.1846 0.5 -1.8 1.2 0.32
H -3.6458 4.9746 0.8277 0.0 -0.1 0.0 0.35
H 0.1599 3.7533 -2.3706 0.0 0.0 0.2 0.40
H -11.4763 -5.1363 0.9483 0.0 0.1 0.0 0.29
O -3.2462 0.5851 -0.3358 -0.2 -0.3 -0.1 -0.79
C 6.1808 -1.5289 -0.8338 -0.5 -0.2 -0.3 -0.78
O 2.3675 -3.4119 1.1597 -4.5 -0.2 -2.3 -0.58
O -4.9717 0.9177 1.4917 0.2 -0.2 -0.4 -0.75
C 1.6086 5.6654 0.2724 0.4 0.4 0.2 -0.74
H -12.4374 -3.9714 0.0365 0.1 -0.1 0.0 0.32
C 2.6043 5.5992 -0.8867 0.3 0.0 -0.1 -0.55
O 9.6212 1.9665 2.0265 -0.4 0.3 0.0 -0.70
O -0.2009 -2.4348 1.1053 2.6 -1.0 -2.7 -0.41
H -2.8066 -1.2563 -0.0529 0.6 -0.7 0.6 0.15
H 10.7662 1.7028 -0.3280 -0.2 0.0 0.0 0.38
H -2.0589 3.8793 2.5911 0.0 -0.1 -0.1 0.53
H 3.3852 4.8654 -0.6602 -0.1 0.1 0.0 0.29
H -3.6185 3.1451 -0.8215 0.0 -0.1 0.1 0.37
H 5.2145 -0.2769 2.2122 0.1 0.0 -0.1 0.40
H 2.5033 4.8768 -2.9461 -0.1 0.0 0.1 0.35
S 0.3266 4.4760 -0.1017 0.8 -0.1 -0.2 1.39
C -1.4874 -3.8615 -2.3379 -0.4 -0.4 -0.6 -0.81
C -3.9492 -3.8610 -1.5021 -1.7 0.7 1.0 0.46
H 11.6543 3.5083 -1.7496 -0.1 0.0 0.1 0.36
C 7.2198 -0.5765 1.4241 -0.2 0.3 0.4 -0.45
O 8.1715 0.1951 -0.9012 0.2 -0.2 -0.1 -0.59
C -1.3759 -5.8221 1.0017 1.4 4.9 -4.9 -0.74
O 8.2578 3.7842 0.9049 0.1 -0.2 0.3 -0.68
H -1.6306 1.3524 1.6314 -0.2 -0.1 0.0 0.34
H 1.1444 6.6511 0.3454 -0.1 -0.2 0.0 0.37
C 1.8324 5.1535 -2.1297 0.0 0.2 -0.1 -0.59
S 7.7770 -1.0147 -0.2118 -0.1 -0.4 0.5 1.16
H 9.3255 2.3639 -1.1578 0.0 -0.1 0.3 0.37
O -7.9825 -4.9511 -0.0276 -0.2 0.4 -0.2 -0.70
H 1.1919 5.9703 -2.4795 0.0 -0.1 0.0 0.30
H -5.8485 -3.4379 1.6861 0.6 0.4 -1.9 0.30
C 10.7802 4.2804 1.4782 0.4 0.4 0.2 -0.68
H 12.2484 5.1946 0.1563 0.0 -0.1 0.1 0.32
H -9.2653 -4.2361 2.1558 0.1 0.1 -0.1 0.38
H 10.3086 5.2621 1.5580 -0.1 -0.2 0.0 0.34
H 2.0786 5.4045 1.2220 -0.3 0.0 0.0 0.37
H -4.0310 -2.3672 -3.3468 -0.9 -0.4 2.1 0.27
C 5.2026 -1.3933 0.3342 -0.3 -0.1 0.1 -0.01
C 5.7343 -0.2909 1.2515 -0.1 0.1 -0.1 -0.77
C -2.5528 1.8897 1.8603 0.5 0.1 0.4 -0.87
H 4.1903 -1.1739 -0.0205 0.2 -0.1 0.1 -0.02
C -0.8323 -3.6323 -0.8840 0.0 -1.1 2.1 1.63
C -5.9693 -1.9171 -0.1336 2.7 -2.1 -1.8 -0.17
O -0.9130 5.1890 -0.3212 0.1 -0.1 0.1 -0.69
H 12.5553 3.4978 0.5286 -0.1 0.1 0.0 0.30
H -0.7677 -4.3498 -3.1096 -0.8 0.8 1.8 0.29
H 5.1574 -2.3371 0.8881 0.0 0.1 -0.1 0.30
H -1.6259 3.5897 0.9059 -0.8 -0.3 0.6 -0.86
O 0.4268 3.3634 0.8171 -0.1 0.3 -0.2 -0.70
H 10.3378 4.5898 -1.2689 0.0 -0.1 0.0 0.31
H -8.8673 -2.5122 1.8836 0.1 -0.1 -0.1 0.34
H 7.3817 -1.4399 2.0740 0.1 0.0 -0.1 0.34
H 11.2604 4.0207 2.4230 -0.2 0.0 0.0 0.33
C -2.3890 3.3973 1.6673 0.0 0.2 -0.3 0.51
H 7.7828 0.2820 1.7922 0.2 -0.1 -0.1 0.19
C -4.4447 -4.2550 -0.0354 -1.8 4.6 -2.7 -0.23
C -4.2008 3.0039 0.0925 -0.1 0.4 -0.2 -0.83
H 3.0953 6.5634 -1.0399 -0.1 -0.1 0.1 0.32
H -2.6734 -5.7872 -1.7364 -0.2 1.9 -1.0 0.30
H -0.6783 -1.2524 -0.5632 -0.3 -1.9 -0.2 0.54
H -10.7076 -3.6544 -1.5884 0.2 0.0 0.1 0.34
C -3.7337 3.9482 1.1914 0.0 0.1 0.3 -0.79
C -10.4422 -4.3178 -0.7627 -0.6 -0.2 -0.2 -0.72
H 5.9109 -0.8680 -1.6602 0.2 0.0 0.1 0.38
C -9.4244 -3.3708 1.5077 -0.2 0.2 0.4 -0.65
H -3.1971 -5.0195 -3.3718 0.6 0.6 1.8 0.37
H -11.0500 -2.1113 0.8505 0.0 -0.1 0.1 0.30
O -2.3285 -1.9374 0.5010 1.5 -0.6 -1.8 -0.40
H -1.7442 -2.8114 -2.7648 0.4 -1.8 0.8 0.36
H -4.4499 3.9425 2.0206 0.0 0.0 -0.1 0.37
H -1.6721 -6.8783 1.3718 0.8 2.6 -0.5 0.37
H -10.3721 -5.3464 -1.1200 0.2 0.2 0.0 0.33
C -10.9095 -3.0889 1.3240 -0.1 0.1 0.0 -0.62
C -1.0549 -2.2373 -0.0974 -1.9 1.8 1.4 0.01
C -4.4488 -2.5773 -2.2827 -1.4 -0.5 3.7 -0.29
C 10.1465 2.5900 -0.4780 0.2 0.0 -0.5 -0.57
H 1.5889 3.0826 -1.5265 -0.1 0.1 0.1 0.37
H -6.6901 -1.1604 0.3571 1.5 -1.6 -0.8 0.32
C 11.7664 4.2258 0.3109 0.3 0.0 -0.1 -0.63
H -5.2661 3.0893 -0.1237 0.1 -0.2 0.0 0.47
O 1.9184 -1.4230 -0.0629 -3.5 -4.0 -0.3 -0.63
H -11.4375 -3.0801 2.2805 0.1 0.0 -0.1 0.36
H -2.8821 1.6488 2.8732 -0.1 -0.1 -0.2 0.43
S -8.8523 -3.8009 -0.1262 0.4 -0.2 0.0 1.25
C 0.9777 3.9747 -1.6844 0.1 -0.1 -0.5 -0.75
C -2.8499 -4.7816 -2.2956 -0.3 1.2 1.1 -0.83
C -11.4296 -4.1900 0.3984 -0.2 -0.1 0.1 -0.60
S -3.8357 1.3774 0.7254 0.0 0.4 0.4 1.26
H 6.2450 -2.5592 -1.1875 0.2 0.2 0.0 0.34
H -4.0624 -5.1833 0.5161 -0.7 1.7 -1.0 0.22
S 1.2831 -2.7801 0.3208 4.8 3.9 1.9 1.07
O -8.4570 -2.5887 -0.8066 -0.4 -0.5 0.0 -0.63
C 10.9879 3.7772 -0.9268 0.0 0.1 0.0 -0.72
C -1.0777 -4.7758 0.2500 -2.6 -5.8 2.6 -0.31
```
Positions in Å, forces in eV/Å.


# 2
DFT (wB97M-V/def2-TZVPD) results for C32H53GdNP2 as an isolated structure in a non-equilibrium geometry.

- <S²> = 16.440
- total energy (hartree) = -2753.76409
- charge = +1
- spin multiplicity = 8
- gap between HOMO and LUMO (alpha / beta) (eV) = 6.75 / 5.27
- relative energy (zero: lowest compared OMol25 entry of this formula, charge and spin) (kcal per mole) = 0.0
- LUMO (alpha / beta) (eV) = -3.2 / -4.3

```
89
Properties=species:S:1:pos:R:3:forces:R:3:mulliken_charge:R:1
H -2.1990 3.0019 -4.9363 0.0 -0.1 -0.5 0.19
H 3.0180 2.4421 5.1169 0.1 0.2 -0.3 0.42
H -5.3326 2.7615 -2.7191 0.3 -0.3 -0.3 0.32
H 2.0642 2.0037 -5.3911 -0.2 -0.3 -0.1 0.47
H 0.2389 0.1510 3.7241 0.0 -0.1 -0.2 0.47
H -2.9878 -0.5462 -3.7911 1.1 -0.3 0.6 0.47
N 3.7208 1.4970 3.4120 -0.3 0.0 -0.2 0.40
C 0.8163 0.3439 2.8085 0.1 0.3 0.5 -1.19
H 2.3764 -3.6821 -0.7950 -0.1 -0.2 0.1 0.10
C -4.4671 2.4463 -3.3190 -0.4 0.2 -0.3 -0.43
H -1.3854 1.0848 0.6162 -0.3 -0.2 0.2 0.09
H 4.1165 3.4675 4.1461 -0.1 0.0 0.1 0.32
H 4.0729 0.5417 5.2308 0.2 -0.1 -0.3 0.33
C 0.9138 -2.0436 -4.4418 -0.3 -0.1 -0.5 -1.30
C 1.0145 -2.6020 0.4868 -0.8 1.0 0.0 -0.14
C -0.4131 -0.8127 0.8581 0.7 -1.3 0.2 0.51
H 2.7375 -1.7925 3.3453 0.0 0.0 -0.2 0.33
C 3.3070 2.7191 4.0917 0.1 -0.2 0.1 -1.08
H 4.3224 0.6463 1.6136 0.0 0.5 0.1 0.17
P 0.5150 1.1303 -3.7411 0.6 0.5 -0.9 0.84
C 3.2957 -2.1212 -3.0837 0.2 -0.1 0.0 -1.61
C 0.6651 -0.7267 1.7923 -0.1 -0.5 -0.7 0.81
H 0.4833 1.3188 2.4371 0.0 -0.1 0.0 0.30
C 4.5641 0.6609 4.2539 0.0 0.2 -0.2 -1.14
H 5.5633 1.1057 4.4080 -0.1 -0.1 0.1 0.34
H -1.1725 0.1793 -5.3913 -1.0 -0.3 -0.2 0.81
C 1.5998 -3.8659 -0.0355 0.2 -0.3 -0.2 -1.55
C -4.7182 2.1105 -4.5986 0.1 0.2 0.4 -0.58
C 1.3530 2.7708 -0.1731 0.0 1.1 -0.1 0.13
H 2.3433 1.0974 -2.1573 0.0 -0.8 -0.8 0.62
Gd 1.5511 -0.2661 -0.6501 -0.2 1.2 5.1 0.19
H -0.2176 3.4545 -3.9604 0.2 -0.2 0.0 0.45
H -0.1743 -1.9619 -4.5122 0.1 0.2 0.1 0.29
H -0.5769 -2.7918 -1.9090 -0.4 -0.1 0.3 0.23
H -2.4125 -0.3325 0.2588 0.2 0.2 0.3 0.49
C -2.2676 2.0565 -5.4938 0.2 1.0 0.0 -0.57
H 1.1334 -3.1266 -4.4676 0.0 0.4 0.0 0.57
C 3.4402 3.9263 1.2354 -0.3 -0.6 0.2 -0.34
C -1.1244 -2.5097 -0.9950 -0.3 -0.4 -0.3 -1.23
H 0.8396 -4.5162 -0.4864 0.2 0.2 0.1 0.35
H -1.8864 -1.7715 -1.2831 0.1 -0.3 0.1 0.27
H 5.2484 2.1218 2.0775 -0.3 -0.1 -0.2 0.47
C -1.6735 0.8884 -4.7200 -1.1 -1.0 -0.6 -0.53
C 4.2302 1.6670 2.0386 0.4 -0.1 0.6 -1.07
C 2.3082 1.9553 0.4126 -0.4 -0.6 -0.4 0.52
C -2.4007 0.3745 -3.6503 -0.1 -0.3 -0.2 -1.21
H 0.4801 3.1528 -2.3458 -0.1 0.1 -0.6 -0.19
H 2.5438 5.8376 0.7852 0.0 -0.4 -0.2 0.38
C 0.5795 2.9391 -3.4143 0.5 0.0 0.2 -1.06
H 3.7532 -1.5744 -3.9267 0.0 -0.3 0.4 0.47
H -1.4242 1.3658 -2.0339 -0.1 -0.4 -0.2 -1.23
H 3.6766 -1.6686 1.8459 0.0 -0.1 0.2 0.07
C -2.4578 1.1187 -2.3799 -1.0 0.8 0.1 1.49
C -3.7789 1.7502 -5.7379 0.1 0.0 -0.1 -0.91
C 1.3378 1.1759 -5.4362 -0.5 0.2 -0.2 -1.57
H 2.4380 3.1799 3.6064 0.2 -0.1 0.1 0.26
C -1.6159 0.0456 0.9144 -0.7 0.6 0.1 -1.45
H 0.6319 1.3581 -6.2636 0.3 0.0 0.3 0.27
C 1.4234 4.1851 -0.0554 -0.1 -0.6 0.1 -1.23
H -4.1587 2.2807 -6.6249 0.3 0.1 0.2 0.55
H -3.8679 0.6783 -6.0036 -0.1 0.4 0.2 0.37
H -2.9279 0.5429 -1.5584 0.0 0.4 -0.6 0.43
H -2.0092 0.0710 1.9525 0.2 0.1 -0.6 0.42
H -2.4416 3.2297 -3.0459 -0.5 -0.5 0.3 0.19
H 1.8676 0.4697 3.0906 -0.3 0.0 0.0 -0.07
H 2.0700 -4.4150 0.7893 -0.1 0.0 -0.3 0.48
H 4.2793 4.3555 1.7861 -0.3 -0.1 -0.1 0.42
H -1.7616 2.1921 -6.4727 -0.2 -0.1 0.6 0.55
C 2.4765 4.7539 0.6550 0.1 -0.1 -0.1 -0.79
C 1.5463 -1.8271 1.5612 -0.8 0.4 -0.6 0.51
H 4.6868 -0.3252 3.7906 0.0 0.2 0.1 0.29
C -0.1999 -1.9746 0.0401 0.5 0.2 1.1 0.72
H 3.9056 -2.0184 -2.1693 -0.1 0.0 -0.4 0.43
H 1.9029 0.2601 -5.6401 -0.3 0.3 0.0 0.44
H 2.9832 -3.2182 2.3431 0.0 0.2 -0.1 0.43
H 0.5277 2.3372 -0.7566 0.1 0.1 0.3 0.67
C -3.1522 2.5210 -2.5613 0.4 0.1 0.5 -0.79
H 3.2310 -3.1842 -3.3534 0.1 0.2 0.2 0.48
C 3.3066 2.5217 1.1938 0.7 0.4 0.0 -0.14
P 1.5912 -1.4730 -2.8482 1.1 -0.4 -2.6 0.87
H 1.5567 3.3003 -3.7545 -0.2 0.2 0.1 0.55
C 2.7948 -2.1387 2.3084 0.4 -0.1 0.2 -1.08
C 2.0526 0.4092 -3.0165 1.4 0.4 -0.7 -1.67
H 0.6682 4.8265 -0.5113 0.1 -0.2 0.1 0.49
H 1.3824 -1.5592 -5.3126 -0.2 -0.4 0.4 0.42
H -1.6215 -3.4153 -0.6025 0.0 0.3 -0.3 0.39
H 2.9348 0.4431 -3.6793 -0.3 0.2 0.3 0.92
H -3.3148 2.9296 -1.5411 -0.1 -0.1 -0.6 0.56
H -5.7707 2.1718 -4.9215 0.5 -0.1 0.3 0.35
```
Positions in Å, forces in eV/Å.